(1)
{
  "formula": "C29H30FGeN2O3Pt",
  "method": "ωB97M-V/def2-TZVPD",
  "species": ["Pt", "C", "C", "O", "C", "C", "C", "C", "C", "C", "O", "H", "H", "H", "H", "H", "H", "H", "C", "N", "C", "N", "O", "H", "H", "H", "H", "H", "H", "F", "C", "C", "C", "C", "C", "C", "C", "H", "H", "H", "H", "H", "H", "Ge", "C", "C", "C", "C", "C", "C", "C", "C", "C", "C", "C", "C", "H", "H", "H", "H", "H", "H", "H", "H", "H", "H", "H"],
  "coordinates": [[0.044, 0.322, 0.238], [-4.018, -0.082, 2.007], [-2.838, -0.418, 1.135], [-1.871, 0.359, 1.238], [-2.873, -1.575, 0.261], [-3.972, -2.460, 0.365], [-4.116, -3.549, -0.451], [-3.151, -3.778, -1.442], [-2.072, -2.942, -1.573], [-1.889, -1.829, -0.725], [-0.799, -1.122, -0.951], [-3.834, 0.880, 2.479], [-4.128, -0.835, 2.790], [-4.944, -0.053, 1.434], [-4.724, -2.275, 1.118], [-4.964, -4.209, -0.342], [-3.256, -4.620, -2.115], [-1.327, -3.098, -2.344], [-0.261, -4.346, 1.353], [0.126, -2.964, 1.133], [0.605, -2.150, 2.077], [0.788, -2.651, 3.313], [0.900, -0.938, 1.867], [-0.798, -4.691, 0.476], [-0.936, -4.427, 2.207], [0.604, -4.995, 1.507], [-0.013, -2.543, 0.225], [0.725, -3.633, 3.508], [1.154, -2.036, 4.018], [5.124, 4.105, 1.242], [4.321, 3.164, 0.740], [3.608, 3.445, -0.416], [2.775, 2.471, -0.928], [2.660, 1.220, -0.303], [1.762, 0.186, -0.844], [3.412, 0.974, 0.856], [4.239, 1.942, 1.387], [3.723, 4.408, -0.894], [2.202, 2.669, -1.826], [2.137, -0.825, -0.686], [1.489, 0.340, -1.888], [3.324, 0.011, 1.345], [4.824, 1.770, 2.281], [0.136, 2.703, 1.275], [-0.663, 3.780, -0.105], [0.008, 4.906, -0.584], [-0.569, 5.698, -1.567], [-1.813, 5.365, -2.084], [-2.488, 4.246, -1.615], [-1.918, 3.457, -0.627], [-0.909, 2.552, 2.884], [-0.490, 1.697, 3.904], [-1.232, 1.589, 5.070], [-2.392, 2.337, 5.227], [-2.811, 3.195, 4.219], [-2.075, 3.298, 3.046], [1.594, 3.067, 1.564], [0.978, 5.173, -0.180], [-0.048, 6.576, -1.927], [-2.260, 5.979, -2.854], [-3.459, 3.990, -2.018], [-2.449, 2.584, -0.261], [0.413, 1.109, 3.779], [-0.903, 0.930, 5.865], [-2.967, 2.258, 6.142], [-3.708, 3.788, 4.350], [-2.408, 3.968, 2.261]],
  "mol_weight_g_mol": 741.26,
  "spin_multiplicity": 3,
  "gap_ev": [7.77, 5.82],
  "relative_energy_kj_mol": 36.83,
  "e_tot_ev": -102156.12074,
  "charge": 1,
  "e_homo_ev": [-10.6, -11.2]
}

---

(2)
{
  "formula": "C29H30FN3O3",
  "method": "ωB97M-V/def2-TZVPD",
  "species": ["C", "O", "C", "C", "N", "C", "O", "C", "C", "C", "C", "C", "C", "C", "C", "O", "N", "C", "C", "N", "C", "C", "C", "C", "C", "C", "C", "C", "C", "C", "C", "C", "C", "F", "C", "C", "H", "H", "H", "H", "H", "H", "H", "H", "H", "H", "H", "H", "H", "H", "H", "H", "H", "H", "H", "H", "H", "H", "H", "H", "H", "H", "H", "H", "H", "H"],
  "coordinates": [[-0.078, -4.852, -0.398], [0.801, -3.760, -0.405], [1.213, -3.400, -1.713], [2.330, -2.359, -1.640], [1.836, -1.038, -1.332], [1.723, -0.127, -2.338], [2.069, -0.383, -3.477], [1.225, 1.211, -1.932], [1.453, 2.299, -2.766], [1.024, 3.559, -2.396], [0.368, 3.737, -1.190], [0.126, 2.654, -0.362], [0.547, 1.387, -0.728], [0.262, 0.172, 0.102], [-0.940, -0.573, -0.500], [-1.201, -0.494, -1.684], [-1.665, -1.359, 0.328], [-1.493, -1.580, 1.743], [-2.695, -0.967, 2.511], [-3.846, -0.800, 1.652], [-4.113, 0.442, 1.055], [-5.366, 0.636, 0.468], [-5.704, 1.845, -0.104], [-4.805, 2.900, -0.100], [-3.568, 2.725, 0.490], [-3.222, 1.513, 1.061], [-3.991, -1.967, 0.808], [-2.838, -2.027, -0.214], [1.486, -0.767, 0.044], [2.630, -0.161, 0.834], [3.623, 0.597, 0.226], [4.632, 1.172, 0.977], [4.638, 0.982, 2.346], [5.617, 1.541, 3.086], [3.667, 0.227, 2.979], [2.668, -0.342, 2.212], [-0.356, -5.029, 0.640], [-0.977, -4.644, -0.992], [0.403, -5.751, -0.803], [0.364, -2.989, -2.277], [1.584, -4.292, -2.237], [2.810, -2.295, -2.619], [3.061, -2.661, -0.884], [1.969, 2.130, -3.699], [1.201, 4.404, -3.045], [0.038, 4.722, -0.893], [-0.390, 2.797, 0.576], [0.070, 0.469, 1.134], [-0.554, -1.168, 2.100], [-1.461, -2.664, 1.905], [-2.985, -1.646, 3.323], [-2.437, -0.011, 2.963], [-6.088, -0.166, 0.474], [-6.679, 1.967, -0.552], [-5.068, 3.844, -0.551], [-2.855, 3.536, 0.497], [-2.240, 1.411, 1.496], [-3.982, -2.848, 1.457], [-4.944, -1.946, 0.282], [-3.104, -1.501, -1.134], [-2.597, -3.067, -0.462], [1.219, -1.729, 0.496], [3.617, 0.736, -0.843], [5.407, 1.761, 0.514], [3.705, 0.089, 4.048], [1.911, -0.944, 2.695]],
  "mol_weight_g_mol": 487.57,
  "spin_multiplicity": 1,
  "gap_ev": 8.47,
  "smiles": "COCCN1C(=O)c2ccccc2[C@@H](C(=O)N2CCN(c3ccccc3)CC2)[C@@H]1c1ccc(F)cc1",
  "e_tot_ev": -43891.09693,
  "e_homo_ev": -8.0
}

---

(3)
{
  "formula": "C29H30GeMoP2S2",
  "method": "ωB97M-V/def2-TZVPD",
  "species": ["Mo", "S", "P", "C", "P", "S", "C", "C", "C", "C", "C", "C", "C", "C", "C", "C", "C", "C", "C", "C", "C", "C", "C", "C", "C", "C", "C", "C", "C", "C", "H", "H", "H", "H", "H", "H", "H", "H", "H", "H", "H", "H", "H", "H", "H", "H", "H", "H", "H", "H", "C", "Ge", "C", "C", "C", "H", "H", "H", "H", "H", "H", "H", "H", "H", "H"],
  "coordinates": [[0.775, -0.707, 1.724], [-0.892, 0.607, 2.872], [-1.476, 0.710, 0.868], [-0.131, -0.080, 0.124], [1.062, -0.232, -1.091], [2.481, -1.222, -0.025], [0.404, -1.210, -2.474], [0.134, -0.703, -3.756], [-0.264, -1.568, -4.735], [-0.716, -2.875, -4.456], [-0.346, -3.372, -3.226], [0.221, -2.546, -2.241], [1.929, 1.205, -1.815], [1.307, 2.477, -1.905], [2.120, 3.568, -2.247], [3.401, 3.379, -2.763], [3.945, 2.081, -2.873], [3.220, 1.012, -2.401], [-3.021, -0.116, 0.426], [-3.784, -0.907, 1.239], [-4.905, -1.559, 0.690], [-5.080, -1.595, -0.678], [-4.223, -0.813, -1.490], [-3.239, -0.004, -0.935], [-1.653, 2.462, 0.823], [-0.598, 3.314, 1.095], [-0.811, 4.689, 1.041], [-2.105, 5.210, 0.812], [-3.104, 4.348, 0.539], [-2.905, 2.971, 0.502], [0.240, 0.363, -3.899], [-0.435, -1.229, -5.766], [-1.305, -3.393, -5.252], [-0.608, -4.399, -2.969], [0.463, -2.989, -1.246], [0.272, 2.528, -1.505], [1.738, 4.573, -2.094], [4.070, 4.130, -3.062], [4.911, 1.980, -3.374], [3.673, 0.048, -2.332], [-3.531, -0.985, 2.288], [-5.603, -2.090, 1.327], [-5.855, -2.126, -1.081], [-4.493, -0.890, -2.532], [-2.815, 0.742, -1.602], [0.442, 2.979, 1.245], [-0.027, 5.357, 1.233], [-2.251, 6.279, 0.906], [-4.142, 4.689, 0.418], [-3.757, 2.309, 0.274], [3.020, -0.538, 3.368], [2.236, -2.457, 3.430], [1.871, -2.815, 5.345], [3.560, -3.799, 2.848], [0.497, -2.374, 2.451], [2.529, 0.004, 4.196], [2.798, 0.003, 2.404], [4.136, -0.467, 3.371], [1.341, -1.950, 5.701], [2.844, -2.849, 5.880], [1.200, -3.667, 5.557], [3.776, -3.777, 1.742], [3.151, -4.809, 3.005], [4.469, -3.634, 3.403], [-0.161, -3.271, 2.676]],
  "mol_weight_g_mol": 673.19,
  "spin_multiplicity": 1,
  "gap_ev": [6.07, 6.07],
  "e_tot_ev": -129161.99180,
  "charge": 2,
  "e_homo_ev": [-14.5, -14.5]
}

---

(4)
{
  "formula": "C29H30IIrN2O3PSe2",
  "method": "ωB97M-V/def2-TZVPD",
  "species": ["Ir", "O", "N", "C", "C", "C", "C", "C", "C", "C", "P", "C", "C", "C", "C", "C", "C", "C", "C", "C", "C", "C", "C", "H", "H", "H", "H", "H", "H", "H", "H", "H", "H", "H", "H", "H", "H", "H", "H", "O", "C", "C", "C", "O", "C", "Se", "C", "Se", "H", "H", "H", "H", "H", "H", "H", "H", "H", "H", "I", "C", "C", "C", "C", "N", "C", "H", "H", "H", "H"],
  "coordinates": [[0.085, -0.283, 0.729], [-0.968, -1.460, 3.208], [-1.267, -1.343, 1.853], [-2.099, -2.247, 1.502], [-2.869, -2.359, 0.257], [-3.927, -3.270, 0.345], [-4.823, -3.433, -0.696], [-4.672, -2.687, -1.854], [-3.624, -1.788, -1.959], [-2.716, -1.613, -0.920], [-1.387, -0.403, -1.143], [-2.216, 1.150, -1.575], [-2.519, 1.509, -2.886], [-3.190, 2.697, -3.140], [-3.564, 3.525, -2.091], [-3.270, 3.168, -0.782], [-2.595, 1.986, -0.523], [-0.483, -0.969, -2.609], [-0.430, -2.326, -2.921], [0.356, -2.769, -3.975], [1.100, -1.863, -4.716], [1.063, -0.511, -4.400], [0.282, -0.063, -3.347], [-0.820, -0.525, 3.450], [-2.362, -2.957, 2.280], [-4.049, -3.850, 1.251], [-5.638, -4.138, -0.601], [-5.368, -2.803, -2.674], [-3.507, -1.213, -2.870], [-2.227, 0.873, -3.712], [-3.420, 2.974, -4.160], [-4.082, 4.453, -2.295], [-3.558, 3.813, 0.038], [-2.354, 1.715, 0.500], [-1.002, -3.043, -2.346], [0.384, -3.823, -4.216], [1.708, -2.209, -5.542], [1.643, 0.198, -4.976], [0.260, 0.994, -3.113], [3.423, 1.276, 1.872], [3.704, 1.039, 3.246], [2.636, 0.233, 3.984], [3.142, 0.161, 5.450], [4.431, -0.406, 5.587], [1.267, 0.902, 4.078], [0.282, 1.395, 2.456], [2.423, -1.208, 3.512], [1.945, -1.524, 1.654], [4.146, 1.810, 1.529], [3.797, 1.997, 3.773], [4.652, 0.507, 3.356], [2.409, -0.387, 6.051], [3.204, 1.176, 5.848], [4.356, -1.358, 5.695], [1.336, 1.855, 4.610], [0.629, 0.254, 4.682], [1.649, -1.669, 4.126], [3.344, -1.783, 3.634], [1.090, 4.854, -1.865], [1.809, 2.950, -1.466], [3.034, 2.510, -1.945], [3.419, 1.214, -1.651], [2.589, 0.403, -0.899], [1.408, 0.829, -0.440], [1.033, 2.089, -0.716], [3.665, 3.159, -2.537], [4.361, 0.820, -2.004], [2.866, -0.610, -0.653], [0.074, 2.405, -0.333]],
  "mol_weight_g_mol": 962.59,
  "spin_multiplicity": 1,
  "gap_ev": 5.95,
  "relative_energy_kj_mol": 115.38,
  "e_tot_ev": -190597.60796,
  "charge": 1,
  "e_homo_ev": -9.9
}